ORCA calculation (wB97M-V/def2-TZVPD) on 2 unconnected molecules or ions with the total composition C4H11N3O2.

The geometry in XYZ format:
```
20
Properties=species:S:1:pos:R:3:lowdin_charge:R:1
C -1.7983 2.5402 -0.2507 -0.15
N -1.2933 1.1375 -0.0314 -0.03
C -1.5861 0.0675 -0.8493 -0.42
N -1.7960 -1.2733 -0.1729 0.06
N -1.6381 -0.1536 -2.2241 0.09
H -1.0317 3.2908 -0.4632 0.05
H -2.1918 2.9454 0.6848 0.06
H -2.5513 2.7689 -1.0254 0.07
H -1.3005 -2.1862 -0.2267 0.09
H -1.6600 -0.9820 0.8006 0.05
H -1.7639 -0.9556 -2.8068 0.08
H -1.0358 0.6644 -2.6667 0.15
C 3.3541 -0.4797 0.9934 -0.02
C 1.8898 -0.6839 0.8009 -0.58
O 1.5225 -1.7214 0.3672 0.10
O 1.1885 0.3086 1.4378 0.08
H 3.9525 -1.3378 0.6286 0.08
H 3.8374 -0.2080 1.9342 0.08
H 3.7426 0.2616 0.2105 0.11
H 0.2488 0.4024 1.3228 0.05
```

SMILES string = CN=C(N)N.CC(=O)O
multiplicity = 1
highest occupied orbital energy = -8.87 eV
LUMO energy = 0.712 eV
gap between HOMO and LUMO = 9.5776 eV

ORCA calculation (wB97M-V/def2-TZVPD) on C5H8FN in the gas phase.

The geometry in XYZ format:
```
15
Properties=species:S:1:pos:R:3:mulliken_spin:R:1
C -1.0867 1.4353 -0.0548 0.96
C -0.8313 0.0873 -0.0254 0.59
C 0.7518 -0.4416 -0.0722 0.07
C -1.7694 -1.0206 0.0381 0.00
C 1.7411 0.6976 -0.0126 0.01
N 1.0102 -1.6582 -0.1053 0.20
F 3.0802 0.2687 -0.0231 0.00
H -2.0672 1.9126 -0.2805 0.01
H -0.3422 2.1766 0.0963 0.04
H -2.8948 -0.7914 0.1284 0.01
H -1.3078 -1.6687 -0.6531 0.03
H -1.6372 -1.6187 1.0640 0.09
H 1.7046 1.3631 0.8381 0.00
H 1.6483 1.1599 -0.9256 -0.01
H 2.0005 -1.9020 -0.0121 0.00
```

multiplicity = 3
highest occupied orbital energy (alpha / beta) = -5.85 / -9.73 eV
⟨S²⟩ = 2.01
LUMO energy (alpha / beta) = 0.915 / -2.355 eV
gap between HOMO and LUMO (alpha / beta) = 6.7688 / 7.3777 eV

ORCA calculation (wB97M-V/def2-TZVPD) on 6 unconnected molecules or ions with the total composition C10H32O6.

The geometry in XYZ format:
```
48
Properties=species:S:1:pos:R:3:lowdin_charge:R:1
C -0.2776 2.2268 0.3687 -0.08
C -1.6440 1.6032 0.1060 -0.27
O -1.4907 0.1796 -0.0266 -0.12
H -0.4406 3.2296 0.7916 0.08
H 0.2928 2.4283 -0.5370 0.07
H 0.3193 1.6748 1.0918 0.06
H -1.9922 1.9986 -0.8502 0.11
H -2.3954 1.8525 0.8563 0.11
H -1.5317 -0.2139 0.8613 0.04
C 1.5173 -0.9289 -1.5126 -0.08
C 0.8612 -2.1565 -0.9119 -0.33
O -0.4590 -2.2955 -1.3616 -0.08
H 1.5781 -1.0231 -2.6011 0.08
H 2.4768 -0.6566 -1.0720 0.05
H 0.8952 -0.0346 -1.4053 0.05
H 0.8921 -2.0562 0.1870 0.11
H 1.4476 -3.0675 -1.0357 0.11
H -0.9618 -1.4927 -1.1831 0.04
C 4.1449 1.4874 -0.1738 -0.09
C 4.7119 0.3517 0.6925 -0.31
O 5.1346 0.8358 1.9788 -0.09
H 4.7949 2.3496 -0.0348 0.07
H 3.1153 1.7307 0.0964 0.06
H 4.0770 1.2095 -1.2268 0.07
H 5.6085 -0.0291 0.1959 0.11
H 3.9859 -0.4477 0.8243 0.10
H 5.9869 1.2386 1.7896 0.08
C -2.0993 0.3422 -4.9712 -0.08
C -1.8674 0.0787 -3.4844 -0.34
O -3.0738 0.3052 -2.7998 -0.08
H -2.5533 -0.5534 -5.4025 0.07
H -1.1753 0.4642 -5.5362 0.07
H -2.7754 1.1857 -5.1054 0.07
H -1.0856 0.7308 -3.0722 0.10
H -1.5320 -0.9655 -3.4522 0.10
H -2.9994 0.1247 -1.8565 0.06
C -3.5701 -1.7639 3.8269 -0.09
C -3.0085 -1.2286 2.5347 -0.33
O -1.5944 -1.0736 2.5531 -0.08
H -3.2246 -2.7876 4.0199 0.08
H -4.6520 -1.8264 3.6934 0.08
H -3.2591 -1.2236 4.7210 0.08
H -3.5157 -0.2494 2.4353 0.11
H -3.3715 -1.7431 1.6464 0.12
H -1.3770 -0.5892 3.3583 0.10
O 1.7280 0.3553 3.8960 -0.06
H 2.3988 -0.3210 4.0428 0.04
H 1.9607 0.7443 3.0452 0.02
```

SMILES string = CCO.CCO.CCO.CCO.CCO.O
multiplicity = 1
highest occupied orbital energy = -9.69 eV
LUMO energy = 0.531 eV
gap between HOMO and LUMO = 10.2230 eV

ORCA calculation (wB97M-V/def2-TZVPD) on a molecular structure, C27H49AsIN2OSbV.

The geometry in XYZ format:
```
83
Properties=species:S:1:pos:R:3:mulliken_spin:R:1
V -0.3070 -0.5354 0.4169 2.09
C -2.6178 -1.5489 2.3737 0.03
O -1.5354 -0.9004 3.0009 -0.05
C -0.5232 -0.4422 2.2506 -0.35
C 0.4555 0.2818 3.1307 0.07
H -3.4765 -1.4324 3.0350 0.00
H -2.4123 -2.6167 2.2455 0.00
H -2.8332 -1.1035 1.3865 -0.01
H 0.0600 0.3764 4.1402 -0.01
H 0.6513 1.2815 2.7345 -0.01
H 1.4057 -0.2496 3.1936 -0.01
I -2.4112 -6.1621 -0.0804 0.00
C -1.8476 -4.2020 -0.5274 -0.02
C -2.2606 -3.4296 -1.5893 0.07
N -1.6737 -2.2152 -1.4198 0.08
N -0.8854 -2.1866 -0.3216 -0.22
C -0.9872 -3.3984 0.2320 0.20
H -2.9016 -3.6392 -2.4201 0.00
H -1.6774 -1.4475 -2.0799 0.01
H -0.4519 -3.6635 1.1270 0.00
C -1.6665 3.0062 -0.9306 0.00
As -1.9076 1.3354 0.0645 -0.03
C -3.4900 0.7214 -0.9175 0.01
C -2.6487 2.0744 1.7470 0.01
C -3.9785 2.7202 1.5861 0.00
C -4.0887 4.0958 1.4254 0.00
C -5.3267 4.6959 1.2839 0.00
C -6.4783 3.9287 1.2881 0.00
C -6.3801 2.5562 1.4471 0.00
C -5.1426 1.9574 1.5954 0.00
H -2.5998 3.5685 -0.8640 0.00
H -1.4461 2.8123 -1.9820 0.00
H -0.8590 3.6062 -0.5078 0.00
H -4.2983 1.4393 -0.7736 0.00
H -3.8282 -0.2615 -0.5845 0.00
H -3.2571 0.6717 -1.9844 0.00
H -1.9044 2.8003 2.0968 0.00
H -2.6954 1.2629 2.4771 0.00
H -3.1969 4.7074 1.4448 0.00
H -5.3812 5.7684 1.1827 0.00
H -7.4437 4.3992 1.1879 0.00
H -7.2667 1.9415 1.4660 0.00
H -5.0770 0.8862 1.7450 0.00
C 4.8414 1.1294 -0.6978 0.00
C 3.4847 1.2177 -0.0235 -0.01
C 3.6776 1.3199 1.4818 0.01
C 2.7067 2.4320 -0.5103 0.01
Sb 2.1660 -0.5854 -0.4304 0.00
C 1.7964 -0.5368 -2.6730 -0.03
C 0.6628 0.4699 -2.8653 0.05
C 1.3462 -1.9187 -3.1283 0.01
C 3.0107 -0.1185 -3.4836 0.00
C 3.1749 -2.4663 0.2969 0.02
C 4.6687 -2.4562 0.0524 0.00
C 2.5335 -3.6560 -0.3958 0.02
C 2.8422 -2.4910 1.7832 0.01
H 5.3979 2.0407 -0.4818 0.00
H 4.7660 1.0407 -1.7772 0.00
H 5.4125 0.2891 -0.3119 0.00
H 4.3571 2.1430 1.6998 0.00
H 4.1266 0.4163 1.8892 0.00
H 2.7370 1.5179 1.9929 -0.01
H 3.1986 3.3420 -0.1678 0.00
H 1.6844 2.4257 -0.1117 0.01
H 2.6751 2.4681 -1.5975 0.00
H -0.2344 0.1858 -2.2971 0.01
H 0.3926 0.5353 -3.9213 0.00
H 0.9553 1.4686 -2.5415 0.00
H 0.6390 -2.3734 -2.4356 0.01
H 2.1976 -2.5873 -3.2224 0.00
H 0.8728 -1.8563 -4.1093 0.00
H 3.2952 0.9101 -3.2748 0.00
H 2.7880 -0.1872 -4.5494 0.00
H 3.8559 -0.7745 -3.2793 0.00
H 4.8870 -2.3002 -1.0034 0.00
H 5.0963 -3.4161 0.3410 0.00
H 5.1567 -1.6819 0.6407 0.00
H 2.8253 -3.7076 -1.4418 0.00
H 1.4463 -3.6153 -0.3287 -0.01
H 2.8649 -4.5780 0.0812 0.00
H 3.3288 -1.6688 2.3078 0.00
H 3.1942 -3.4170 2.2357 0.00
H 1.7592 -2.4210 1.9380 0.01
```

multiplicity = 3
highest occupied orbital energy (alpha / beta) = -9.28 / -9.01 eV
⟨S²⟩ = 2.21
charge = +1
LUMO energy (alpha / beta) = -2.367 / -2.476 eV
gap between HOMO and LUMO (alpha / beta) = 6.9131 / 6.5347 eV

ORCA calculation (wB97M-V/def2-TZVPD) on 2 unconnected molecules or ions with the total composition C6H15NS.

The geometry in XYZ format:
```
23
Properties=species:S:1:pos:R:3:lowdin_charge:R:1
C -2.2507 -0.9182 0.6478 -0.03
C -1.4051 -1.8703 0.2925 -0.21
C 0.0774 -1.8150 0.4945 -0.28
C 0.6191 -3.0784 1.2029 -0.11
H -3.3242 -0.9775 0.5097 0.05
H -1.9688 -0.0146 1.1816 0.05
H -1.7951 -2.7651 -0.1846 0.10
H 0.5859 -1.6709 -0.4607 0.10
H 0.2967 -0.9612 1.1405 0.09
H 0.2334 -3.9749 0.7202 0.07
H 1.7070 -3.0770 1.1839 0.06
H 0.2796 -3.0311 2.2371 0.07
N 1.8500 2.8551 0.2363 0.00
C 0.5458 2.3142 -0.1504 -0.37
C 0.5543 1.8862 -1.6235 -0.55
S -1.1058 1.2670 -2.0798 0.68
H 1.7605 3.8270 0.4766 0.06
H 2.1453 2.4026 1.0976 0.06
H -0.2452 3.0534 -0.0140 0.10
H 0.2754 1.4323 0.4335 0.08
H 0.7192 2.7826 -2.2130 0.06
H 1.3088 1.1162 -1.7436 0.07
H -0.8634 1.2177 -3.3850 -0.16
```

SMILES string = C=CCC.NCCS
multiplicity = 1
highest occupied orbital energy = -8.87 eV
LUMO energy = 0.898 eV
gap between HOMO and LUMO = 9.7637 eV

ORCA calculation (wB97M-V/def2-TZVPD) on C4H8N2O in the gas phase.

The geometry in XYZ format:
```
15
Properties=species:S:1:pos:R:3:lowdin_charge:R:1
N 0.2600 -2.2625 -1.7180 0.16
C 0.5128 -1.4546 -0.9316 -0.18
C 0.7895 -0.4031 0.0609 -0.43
N 2.2150 -0.1172 0.0956 0.05
C -0.0506 0.7930 -0.3207 -0.16
C -1.5439 0.4463 -0.1060 -0.25
O -1.8598 -0.2332 1.1114 -0.07
H 0.3621 -0.7449 1.0146 0.14
H 2.3856 0.6008 0.7952 0.08
H 2.6988 -0.9525 0.4101 0.08
H 0.1181 1.0943 -1.3678 0.13
H 0.2588 1.6674 0.2765 0.12
H -1.9211 -0.2155 -0.9011 0.12
H -1.9395 1.4482 -0.1848 0.11
H -2.2858 0.3335 1.7658 0.09
```

SMILES string = N#C[C@@H](N)CCO
multiplicity = 1
highest occupied orbital energy = -10.05 eV
LUMO energy = 0.610 eV
gap between HOMO and LUMO = 10.6620 eV

ORCA calculation (wB97M-V/def2-TZVPD) on 2 unconnected molecules or ions with the total composition C6H8N4O2.

The geometry in XYZ format:
```
20
Properties=species:S:1:pos:R:3:lowdin_charge:R:1
C -3.3919 -0.7455 0.2285 -0.07
C -2.8969 -0.2156 -0.9702 -0.10
C -2.5644 -0.2708 1.2401 -0.03
C 0.9304 -1.0275 -0.2521 0.03
C 0.4788 1.7718 0.4733 -0.65
C 3.3244 -0.1878 -0.6512 -0.08
N -1.8485 0.6184 -0.7086 0.05
N -1.6627 0.4884 0.5699 -0.20
N -0.7000 1.2487 1.2036 0.14
N 2.0332 -0.6948 -0.3362 -0.14
O 1.4374 2.0584 1.1309 0.08
O 0.4026 1.7976 -0.8222 0.03
H -4.1469 -1.4702 0.3425 0.08
H -3.2491 -0.3397 -2.0238 0.12
H -2.7786 -0.4113 2.2858 0.12
H 3.3575 -0.4430 -1.7312 0.09
H 4.0702 -0.7316 0.0151 0.11
H 3.1626 0.9616 -0.4747 0.12
H -0.4433 0.8539 2.0991 0.14
H -0.5917 1.3547 -1.1817 0.16
```

multiplicity = 1
highest occupied orbital energy = -8.98 eV
LUMO energy = 0.918 eV
gap between HOMO and LUMO = 9.9005 eV

ORCA calculation (wB97M-V/def2-TZVPD) on C4H8N2 in the gas phase.

The geometry in XYZ format:
```
14
Properties=species:S:1:pos:R:3:lowdin_charge:R:1
C -0.2763 1.3040 0.5366 -0.04
N -0.3892 0.0356 -0.1638 -0.23
C -1.5481 -0.8019 0.1207 -0.04
C 0.6530 -0.4521 -0.7952 -0.10
C 2.0853 -0.1648 -0.4744 -0.36
N 2.4963 0.6369 0.3924 0.06
H -1.1220 1.4247 1.2162 0.09
H -0.2551 2.1285 -0.1809 0.10
H 0.7141 1.3053 1.0383 0.06
H -1.4804 -1.1484 1.1592 0.10
H -1.5418 -1.6725 -0.5382 0.09
H -2.4783 -0.2456 -0.0118 0.09
H 0.4619 -1.3861 -1.3276 0.10
H 2.6803 -0.9634 -0.9715 0.09
```

multiplicity = 1
highest occupied orbital energy (alpha / beta) = -7.92 / -6.63 eV
LUMO energy (alpha / beta) = 0.216 / 0.049 eV
gap between HOMO and LUMO (alpha / beta) = 8.1355 / 6.6736 eV

ORCA calculation (wB97M-V/def2-TZVPD) on a molecular structure, C6H16NOP.

The geometry in XYZ format:
```
25
Properties=species:S:1:pos:R:3:lowdin_charge:R:1
C 2.4979 0.1784 -1.4718 -0.17
C -1.2205 -0.3680 -1.6676 -0.10
C -1.7789 -1.4471 0.4595 -0.10
C -1.6229 1.0794 0.2418 -0.08
C 1.7828 0.7178 -0.2656 -0.34
C -1.0391 -0.3049 -0.1748 -0.67
N 0.4736 -0.1486 2.6451 -0.07
O 1.2617 -1.9249 0.0116 -0.33
P 0.7107 -0.5828 0.3345 0.83
H 3.1556 -0.4822 -1.0260 0.03
H 2.0098 -0.2725 -2.2796 0.05
H 3.2976 0.9867 -1.8159 0.13
H -0.6845 0.3865 -2.2213 0.08
H -1.0155 -1.3816 -2.1163 0.11
H -2.2233 -0.2923 -1.9709 0.07
H -1.2059 -2.2816 0.0197 0.09
H -2.8143 -1.5000 0.2028 0.08
H -1.8325 -1.3666 1.5116 0.06
H -2.6748 1.2080 0.1272 0.07
H -1.3221 1.2999 1.2965 0.08
H -1.2284 1.9171 -0.2617 0.05
H 1.3457 1.7623 -0.4690 0.12
H 2.5564 0.6779 0.4925 0.08
H 1.5250 -0.1895 2.6620 -0.03
H 0.0869 -1.0055 3.0328 -0.04
```

multiplicity = 1
highest occupied orbital energy = -9.26 eV
LUMO energy = 0.699 eV
gap between HOMO and LUMO = 9.9594 eV

ORCA calculation (wB97M-V/def2-TZVPD) on C6H11N3O2S in the gas phase.

The geometry in XYZ format:
```
23
Properties=species:S:1:pos:R:3:lowdin_charge:R:1
C -2.1989 -0.8948 -0.8339 0.00
C -1.0545 -0.3245 0.0991 -0.46
C -1.3773 -0.4071 1.6299 0.02
O 0.1923 -1.0068 -0.0431 -0.07
N 1.0609 -0.3583 -1.0535 -0.09
C 2.3929 -0.6215 -0.6280 -0.25
C 2.5073 0.0595 0.7049 -0.51
S 1.8358 1.6980 0.5397 0.89
C 0.7997 1.0040 -0.8822 -0.42
N -0.6903 1.0638 -0.3954 -0.06
N -1.3108 2.2052 -0.4590 -0.09
O -2.3770 2.3202 0.0728 -0.03
H -1.8557 -0.8071 -1.9608 0.13
H -3.0380 -0.1694 -0.6675 0.08
H -2.6236 -1.8240 -0.5272 0.06
H -0.6944 0.3097 2.0577 0.07
H -1.2024 -1.3421 1.9847 0.04
H -2.4817 -0.0269 1.8273 0.14
H 3.1376 -0.3203 -1.4272 0.15
H 2.5410 -1.6932 -0.7551 0.13
H 1.9209 -0.5906 1.4306 0.10
H 3.5551 -0.0295 0.9641 0.08
H 0.9611 1.7558 -1.6780 0.12
```

SMILES string = CC1(C)ON2CCS[C@@H]2N1N=O
multiplicity = 1
highest occupied orbital energy = -9.04 eV
LUMO energy = 0.700 eV
gap between HOMO and LUMO = 9.7397 eV

ORCA calculation (wB97M-V/def2-TZVPD) on 2 unconnected molecules or ions with the total composition C22H14BF9N3O8S2.

The geometry in XYZ format:
```
59
Properties=species:S:1:pos:R:3:lowdin_charge:R:1
C 4.6487 2.1825 0.0181 -0.12
C 3.3342 1.5168 0.2966 -0.61
C 2.6614 1.5437 1.5263 -0.14
C 1.3597 1.1138 1.4613 -0.11
C 0.8322 0.7083 0.1466 -0.47
B 1.4516 -4.0226 1.9316 -0.86
C -0.1092 1.7641 -0.4983 -0.15
C 0.0288 2.2645 -1.7960 0.02
C -0.9758 3.0346 -2.3457 -0.11
C -1.0012 3.4509 -3.7940 -0.51
F -2.2791 3.6479 -4.2538 0.11
F -0.3088 4.6049 -4.0338 0.12
F -0.4249 2.5036 -4.5860 0.12
C -2.0768 3.3874 -1.5943 0.05
C -2.0847 3.0700 -0.2498 -0.10
C -3.2873 3.4643 0.5460 -0.51
F -3.7755 2.3715 1.2139 0.12
F -2.9135 4.3250 1.5451 0.11
F -4.3308 4.0183 -0.1401 0.13
C -1.0767 2.3228 0.3121 0.05
O 2.1491 -3.9966 0.7269 0.03
C 3.1964 -3.0373 0.9402 -0.12
C 3.1012 -2.5853 2.4251 -0.11
O 2.0054 -3.3489 3.0174 0.10
S 2.4166 0.7537 -0.9154 1.06
H 4.9663 2.8699 0.8341 0.08
H 5.4037 1.3730 -0.0866 0.08
H 4.6335 2.7530 -0.9386 0.08
H 3.1380 1.8981 2.4913 0.13
H 0.6168 0.9628 2.2417 0.12
H 0.8966 2.0383 -2.4082 0.09
H -2.8649 3.9673 -2.0203 0.13
H -1.0901 2.1454 1.3963 0.15
H 4.1819 -3.4907 0.7778 0.12
H 3.0917 -2.2302 0.1950 0.11
H 3.9866 -2.8492 3.0381 0.12
H 2.8809 -1.5014 2.4592 0.11
O -3.2956 -1.7476 -1.4397 -0.31
S -1.8861 -1.5020 -1.6254 0.78
O -0.9294 -2.5618 -1.9856 -0.36
C -1.9917 -0.5431 -3.3161 -0.60
F -2.6370 -1.3567 -4.1693 0.12
F -2.7103 0.5945 -3.1713 0.11
F -0.7514 -0.2887 -3.7863 0.10
C -1.2262 -0.9073 -0.0394 -0.25
C 0.2973 -0.7666 0.3183 -0.21
C 0.2935 -1.8748 1.4234 0.15
N 0.0859 -4.5392 -0.4463 0.26
O 0.6255 -5.5352 -0.6491 0.12
O 0.2158 -4.6416 1.9362 0.02
N -0.8431 -3.8785 2.4482 0.12
C -0.7679 -2.5585 1.9748 -0.26
C -2.0380 -1.7925 2.0166 -0.10
N -3.1176 -2.1322 2.8617 -0.33
O -3.0272 -2.9345 3.8261 0.03
O -4.1755 -1.5028 2.6188 0.00
C -2.2223 -0.9155 0.9340 -0.03
H 0.8863 -1.2639 -0.4857 0.12
H -3.1671 -0.3458 0.8763 0.13
```

multiplicity = 1
highest occupied orbital energy = -3.28 eV
charge = -1
LUMO energy = 0.210 eV
gap between HOMO and LUMO = 3.4934 eV

ORCA calculation (wB97M-V/def2-TZVPD) on 8 unconnected molecules or ions with the total composition BH18O7.

The geometry in XYZ format:
```
26
Properties=species:S:1:pos:R:3:lowdin_charge:R:1
B 0.0423 -1.0460 0.1169 -0.44
H -0.3568 -1.3918 -0.9929 -0.03
H -0.0641 0.1879 0.3312 -0.03
H -0.5630 -1.6429 0.9691 -0.06
H 1.2247 -1.3670 0.1186 -0.05
O 2.5251 0.9662 1.8229 -0.06
H 2.2301 0.1158 1.5438 -0.02
H 1.8343 1.5143 1.4514 0.02
O -1.1333 2.3307 2.4923 -0.07
H -0.7966 1.5021 2.8826 -0.02
H -0.4317 2.9245 2.3346 -0.01
O 0.5376 -1.4513 -4.1671 -0.03
H -0.3570 -1.5390 -4.4844 0.03
H 0.6180 -2.1475 -3.5807 -0.01
O -0.3404 0.1009 3.7738 -0.02
H 0.1490 -0.4654 3.1953 0.03
H 0.2402 0.3724 4.4575 0.04
O 2.0093 0.1348 -2.3252 -0.10
H 1.5808 -0.4629 -1.6787 -0.03
H 2.7854 0.4935 -1.8696 0.03
O -0.5386 1.1873 -2.5890 -0.08
H -1.4337 0.8610 -2.7055 0.03
H -0.4474 0.9090 -1.6831 -0.03
O -3.3605 -0.8515 -0.0178 -0.09
H -2.4595 -1.1556 0.0390 -0.04
H -3.4943 -0.0796 0.5650 0.04
```

multiplicity = 1
highest occupied orbital energy = -6.20 eV
charge = -1
LUMO energy = 3.049 eV
gap between HOMO and LUMO = 9.2523 eV

Record-wise strongest force on any atom values, in eV Å⁻¹: 6.6; 7.8; 1.9; 2.6; 0.9; 1.2; 2.7; 1.1; 4.4; 5.3; 6.6; 3.0